Computed, not measured: an isolated molecule of C3H4N2S2, with ωB97M-V with the def2-TZVPD basis set.

Calculated values
E_LUMO (spin up / spin down): -0.24 / -0.25 eV
Energy relative to the best compared isomer or geometry (same formula, charge and spin): 4.7802 eV

```
! wB97M-V def2-TZVPD RIJCOSX def2/J DEFGRID3
* xyz 0 1
C 1.648 -0.086 -0.204
C 0.635 0.689 -0.123
C 0.217 -1.848 -0.094
N 1.462 -1.437 -0.030
N -0.787 -0.980 -0.037
S -3.096 0.691 -0.255
S -2.371 -1.001 0.492
H 2.602 0.250 -0.310
H -0.042 1.571 -0.195
H 0.173 -2.933 0.028
H -3.281 1.276 0.862
*
```

Mulliken atomic charge list, values in e, 8 entries:
1. C -0.52
2. C 0.13
3. C 0.11
4. N -0.58
5. N -0.33
6. S -0.20
7. S 0.03
8. H 0.44

---

Computed, not measured: an isolated molecule of C4H10OS2, with ωB97M-V with the def2-TZVPD basis set.

Calculated values
E_LUMO: 0.52 eV
SMILES string: CC[C@@H](S)[C@@H](O)S
Energy relative to the best compared isomer or geometry (same formula, charge and spin): 0.6220 eV

```
! wB97M-V def2-TZVPD RIJCOSX def2/J DEFGRID3
* xyz 0 1
C 1.730 1.282 -1.125
C 0.329 0.860 -0.705
C 0.341 -0.455 0.067
C -1.056 -1.034 0.274
O -0.947 -2.259 0.898
S 1.227 -0.300 1.660
S -2.101 0.158 1.256
H 2.370 1.386 -0.253
H 2.170 0.540 -1.788
H 1.695 2.235 -1.646
H -0.299 0.737 -1.592
H -0.120 1.638 -0.084
H 0.920 -1.209 -0.472
H -1.562 -1.112 -0.701
H -1.816 -2.640 1.072
H 0.384 0.580 2.199
H -3.266 -0.407 0.940
*
```

Mulliken atomic charge list, values in e, 8 entries:
1. C -1.31
2. C -0.23
3. C -0.67
4. C -0.16
5. O -0.46
6. S -0.08
7. S -0.21
8. H 0.34

---

Computed, not measured: a cluster of 2 separate species, C6H7B in total, with ωB97M-V with the def2-TZVPD basis set.

Calculated values
E_LUMO (spin up / spin down): -1.22 / -3.23 eV
Energy relative to the best compared isomer or geometry (same formula, charge and spin): 6.8120 eV
<S²>: 2.0197

```
! wB97M-V def2-TZVPD RIJCOSX def2/J DEFGRID3
* xyz 0 3
B 0.889 0.116 -0.329
C 1.274 -2.437 -3.341
C 1.931 -1.660 -2.578
C 2.323 -0.727 -1.762
C -0.282 0.364 0.454
C -1.754 -0.008 0.217
C -0.267 1.069 1.825
H 3.206 -0.025 -1.816
H -1.934 -0.630 -0.667
H -2.235 0.969 0.181
H -2.140 -0.521 1.101
H -0.346 0.261 2.693
H -1.238 1.661 1.968
H 0.572 1.568 2.054
*
```

Mulliken atomic charge list, values in e, 8 entries:
1. B 0.18
2. C -0.66
3. C 0.35
4. C -0.51
5. C 0.57
6. C -1.11
7. C -1.20
8. H 0.29

---

Computed, not measured: a structure of composition C10H22IO4P2Zr, with ωB97M-V with the def2-TZVPD basis set.

Calculated values
E_LUMO: -12.72 eV
Energy relative to the best compared isomer or geometry (same formula, charge and spin): 0.0000 eV

```
! wB97M-V def2-TZVPD RIJCOSX def2/J DEFGRID3
* xyz 3 1
C 0.040 -1.692 -2.970
C 0.113 -2.260 -1.582
H 0.137 -0.609 -2.894
H -0.907 -1.992 -3.435
H 0.859 -2.112 -3.558
O -0.004 -1.528 -0.523
I 0.339 -4.274 -1.571
Zr -0.010 0.148 0.861
P 2.682 0.287 0.213
C 3.825 1.614 0.734
C 3.156 -1.167 1.225
H 4.207 -1.422 1.052
H 4.442 -0.120 -1.419
H 2.524 -2.028 0.959
H 2.965 -1.090 -1.792
H 4.007 1.534 1.811
H 3.005 -0.942 2.290
C 3.340 -0.110 -1.449
H 4.773 1.553 0.183
H 3.010 0.684 -2.142
H 3.332 2.570 0.505
P -2.543 0.426 0.139
C -3.583 1.918 0.195
C -3.168 -0.359 -1.379
H -2.911 -1.595 1.416
H -4.416 -0.648 1.162
H -3.223 -0.142 2.411
C -3.354 -0.594 1.422
H -2.818 -1.394 -1.477
H -4.260 -0.335 -1.288
H -4.656 1.699 0.069
H -3.256 2.603 -0.596
H -2.848 0.223 -2.252
H -3.414 2.388 1.171
C 0.130 2.021 -0.234
O 0.283 3.085 -0.710
O -1.075 1.716 2.592
C -0.462 0.935 3.408
O 0.226 -0.109 2.960
H -0.487 1.120 4.496
*
```

Mulliken atomic charge list, values in e, 8 entries:
1. C -1.05
2. C 0.16
3. H 0.23
4. H 0.43
5. H 0.52
6. O -0.52
7. I 0.46
8. Zr 0.76

---

Computed, not measured: a cluster of 12 separate species, C36H58O36 in total, with ωB97M-V with the def2-TZVPD basis set.

Calculated values
E_LUMO (spin up / spin down): 1.59 / 1.53 eV
<S²>: 0.7503

```
! wB97M-V def2-TZVPD RIJCOSX def2/J DEFGRID3
* xyz -1 2
C -3.383 0.705 -2.771
C -4.395 1.739 -2.579
O -5.590 1.022 -2.776
C -5.325 -0.228 -2.350
O -6.197 -1.058 -1.937
O -4.009 -0.398 -2.246
H -2.402 0.957 -2.370
H -3.117 0.472 -3.802
H -4.292 2.452 -3.397
H -4.364 2.268 -1.627
C -0.138 -3.637 -0.242
C 0.236 -3.638 1.272
O -1.081 -3.669 1.959
C -2.100 -3.826 1.036
O -3.310 -3.946 1.325
O -1.548 -3.877 -0.176
H 0.332 -4.517 -0.681
H 0.118 -2.763 -0.841
H 0.820 -2.792 1.633
H 0.774 -4.561 1.486
C 0.785 2.926 1.409
C 0.842 3.361 2.865
O -0.432 3.996 3.012
C -0.902 4.376 1.838
O -1.907 5.030 1.709
O -0.160 3.838 0.904
H 0.551 1.862 1.367
H 1.790 3.082 1.015
H 1.680 4.027 3.072
H 0.894 2.430 3.428
C -5.383 4.818 2.038
C -4.677 4.150 3.160
O -4.379 2.879 2.662
C -4.916 2.744 1.366
O -5.006 1.697 0.754
O -5.272 3.909 0.945
H -4.753 5.612 1.637
H -6.405 5.160 2.198
H -5.270 4.087 4.072
H -3.747 4.710 3.255
C -1.092 -0.406 3.244
C -1.771 -1.033 4.452
O -0.641 -1.512 5.205
C 0.530 -0.961 4.734
O 1.696 -1.306 5.030
O 0.163 -0.099 3.728
H -1.632 0.508 2.994
H -0.991 -1.073 2.387
H -2.455 -1.818 4.131
H -2.431 -0.296 4.910
C 0.903 4.679 -3.860
C 0.186 3.712 -2.942
O -1.114 4.143 -2.854
C -1.342 4.946 -3.840
O -2.386 5.557 -3.957
O -0.162 5.225 -4.489
H 1.554 4.214 -4.600
H 1.535 5.344 -3.271
H 0.603 3.514 -1.954
H 0.125 2.692 -3.320
C 5.990 -4.752 1.143
C 5.200 -5.965 0.659
O 4.089 -5.356 0.191
C 4.125 -4.060 0.127
O 3.335 -3.301 -0.521
O 5.294 -3.637 0.610
H 6.982 -4.830 0.698
H 6.076 -4.705 2.228
H 5.062 -6.607 1.529
H 5.672 -6.690 -0.005
C 2.736 -5.120 -3.256
O 2.025 -3.910 -3.370
C 0.756 -3.874 -3.900
O 0.119 -4.797 -4.402
O 0.290 -2.500 -3.929
C -0.943 -2.124 -4.557
H 3.799 -4.918 -3.124
H 2.773 -5.621 -4.223
H 2.495 -5.827 -2.462
H -1.716 -2.880 -4.418
H -0.627 -1.828 -5.557
H -1.380 -1.297 -3.998
C 2.215 -0.166 -0.992
O 1.136 -0.169 -0.142
C -0.220 -0.064 -0.676
O -0.450 0.141 -1.886
O -1.070 -0.311 0.314
C -2.498 -0.591 0.172
H 2.183 0.660 -1.703
H 2.207 -1.081 -1.584
H 3.133 -0.075 -0.410
H -2.983 0.377 0.049
H -2.942 -1.124 1.013
H -2.556 -1.288 -0.664
C -5.169 0.729 5.696
O -5.149 0.503 4.263
C -5.960 -0.325 3.657
O -7.090 -0.735 4.009
O -5.475 -0.631 2.472
C -6.145 -1.447 1.466
H -4.782 -0.166 6.182
H -6.213 0.909 5.953
H -4.594 1.624 5.936
H -6.828 -2.141 1.957
H -5.418 -1.920 0.806
H -6.831 -0.802 0.917
C 5.858 1.481 -0.366
O 4.798 1.703 0.535
C 4.782 1.056 1.640
O 5.625 0.246 1.974
O 3.741 1.470 2.285
C 3.504 0.901 3.549
H 6.795 1.654 0.163
H 5.866 2.097 -1.266
H 5.968 0.473 -0.767
H 4.282 1.357 4.161
H 3.684 -0.173 3.509
H 2.503 1.130 3.913
C 4.838 -1.617 -3.122
O 4.172 -0.319 -3.088
C 4.823 0.721 -3.766
O 5.788 0.697 -4.479
O 4.084 1.729 -3.608
C 4.393 2.948 -4.237
H 5.927 -1.581 -3.164
H 4.433 -2.273 -3.892
H 4.683 -2.219 -2.227
H 3.662 3.688 -3.910
H 4.066 2.810 -5.268
H 5.428 3.284 -4.189
*
```

Mulliken atomic charge list, values in e, 8 entries:
1. C 0.02
2. C 0.19
3. O -0.38
4. C 0.66
5. O -0.65
6. O -0.14
7. H -0.16
8. H 0.36

---

Computed, not measured: a structure of composition C25H19ClHgO2Si, with ωB97M-V with the def2-TZVPD basis set.

Calculated values
E_LUMO (spin up / spin down): 2.80 / 1.91 eV
<S²>: 0.7643

```
! wB97M-V def2-TZVPD RIJCOSX def2/J DEFGRID3
* xyz -1 2
Hg -0.956 1.386 2.007
Cl -5.436 -4.749 4.419
C -4.744 -3.292 3.732
C -5.325 -2.048 4.033
C -4.827 -0.911 3.468
C -3.704 -0.914 2.556
O -3.351 0.135 1.968
C -3.072 -2.207 2.369
C -1.814 -2.368 1.681
O -1.002 -1.520 1.349
C -3.646 -3.364 2.923
H -6.170 -1.998 4.709
H -5.269 0.052 3.692
H -1.567 -3.440 1.485
H -3.182 -4.324 2.718
C -0.251 -2.254 -3.901
C -0.278 -0.897 -4.190
C 0.046 0.031 -3.211
C 0.412 -0.377 -1.926
C 0.431 -1.750 -1.653
C 0.112 -2.679 -2.629
Si 0.703 0.828 -0.514
C 0.884 2.585 -1.232
C 1.957 2.924 -2.060
C 2.100 4.212 -2.554
C 1.172 5.190 -2.225
C 0.096 4.873 -1.408
C -0.044 3.579 -0.925
C 2.369 0.395 0.292
C 3.325 -0.377 -0.373
C 4.519 -0.728 0.240
C 4.778 -0.327 1.543
C 3.848 0.453 2.215
C 2.663 0.813 1.591
H -0.523 -2.977 -4.660
H -0.556 -0.558 -5.181
H 0.027 1.090 -3.448
H 0.689 -2.082 -0.653
H 0.131 -3.735 -2.391
H 2.691 2.167 -2.319
H 2.937 4.454 -3.199
H 1.288 6.198 -2.605
H -0.631 5.631 -1.144
H -0.890 3.330 -0.295
H 3.134 -0.704 -1.390
H 5.249 -1.321 -0.299
H 5.700 -0.621 2.031
H 4.032 0.771 3.234
H 1.945 1.420 2.131
*
```

Mulliken atomic charge list, values in e, 8 entries:
1. Hg 0.17
2. Cl -0.28
3. C 0.22
4. C -0.43
5. C -0.57
6. C -0.07
7. O -0.75
8. C 1.03

---

Computed, not measured: a structure of composition F30FeP5, with ωB97M-V with the def2-TZVPD basis set.

Calculated values
E_LUMO (spin up / spin down): 7.77 / 7.77 eV
<S²>: 6.0041

```
! wB97M-V def2-TZVPD RIJCOSX def2/J DEFGRID3
* xyz -3 5
Fe 0.043 0.102 -0.071
P 2.081 2.328 0.719
F 2.142 1.472 2.091
F 0.450 2.179 0.701
F 2.005 3.691 1.585
F 2.013 3.166 -0.646
F 3.706 2.467 0.714
F 2.157 0.910 -0.105
P -0.713 0.285 -3.025
F 0.035 0.820 -4.367
F -1.246 1.761 -2.693
F -2.064 -0.057 -3.822
F -1.376 -0.334 -1.608
F -0.156 -1.191 -3.318
F 0.593 0.634 -2.127
P -0.538 -1.547 2.507
F -1.975 -2.039 2.958
F 0.014 -1.621 4.020
F -0.085 -3.017 2.110
F 0.870 -0.965 1.860
F -1.035 -1.325 0.920
F -0.887 0.036 2.794
P -3.374 1.687 0.575
F -4.903 2.248 0.807
F -2.887 3.111 -0.019
F -2.989 2.238 2.058
F -1.835 1.113 0.433
F -3.848 0.270 1.190
F -3.741 1.225 -0.910
P 2.522 -2.795 -0.757
F 3.670 -3.958 -0.870
F 1.445 -3.923 -0.303
F 2.862 -2.590 0.809
F 1.310 -1.660 -0.727
F 3.581 -1.675 -1.160
F 2.153 -3.045 -2.323
*
```

Mulliken atomic charge list, values in e, 8 entries:
1. Fe 1.90
2. P 1.45
3. F -0.36
4. F -0.50
5. F -0.39
6. F -0.39
7. F -0.38
8. F -0.50

---

Number 1: energy -27822.0090 eV. Number 2: energy -28027.9695 eV. Number 3: energy -7000.3927 eV. Number 4: energy -46848.6982 eV. Number 5: energy -111977.1749 eV. Number 6: energy -54904.5695 eV. Number 7: energy -162390.2060 eV.